# 1
{
  "formula": "C4H5N3O",
  "method": "the ωB97M-V functional and the def2-TZVPD basis",
  "e_above_lowest_kcal_mol": 138.2,
  "smiles": "C#C/C=N\\NC(N)=O",
  "elements": ["C", "C", "C", "C", "H", "H", "H", "H", "H", "N", "N", "N", "O"],
  "positions_angstrom": [[0.805, 0.368, -0.802], [-1.837, 0.730, 0.288], [-1.066, 0.526, 1.407], [-0.510, -0.164, 2.331], [2.917, -0.176, -1.168], [1.441, -1.493, -1.291], [-0.147, -1.274, -1.478], [-2.716, 1.166, 0.595], [0.186, -0.403, 3.210], [1.799, -0.522, -1.205], [-0.351, -0.530, -0.723], [-1.512, 0.345, -0.882], [0.991, 1.426, -0.282]],
  "mulliken_charge": [0.54, -0.06, -0.09, -0.17, 0.29, 0.17, 0.34, 0.42, 0.33, -0.46, -0.19, -0.61, -0.52]
}

---

# 2
{
  "formula": "C25H23BCoN10O",
  "method": "the ωB97M-V functional and the def2-TZVPD basis",
  "energy_ha": -2996.97635,
  "total_charge": -1,
  "elements": ["Co", "C", "C", "N", "N", "C", "B", "N", "C", "C", "C", "N", "N", "C", "C", "C", "N", "N", "C", "C", "C", "N", "H", "H", "H", "H", "H", "H", "H", "H", "H", "H", "H", "H", "N", "C", "O", "C", "C", "C", "C", "N", "C", "H", "H", "H", "H", "H", "H", "C", "C", "C", "C", "C", "C", "C", "H", "H", "H", "H", "H"],
  "positions_angstrom": [[-0.068, 0.127, 0.123], [-0.601, -0.355, 4.242], [-0.696, 0.397, 3.062], [-0.107, -0.241, 2.067], [0.385, -1.398, 2.565], [0.083, -1.492, 3.877], [1.008, -2.442, 1.609], [-0.109, -2.915, 0.654], [-0.795, -4.065, 0.499], [-1.827, -3.829, -0.382], [-1.702, -2.472, -0.714], [-0.671, -1.932, -0.087], [2.123, -1.757, 0.777], [3.387, -2.156, 0.531], [3.969, -1.229, -0.308], [2.961, -0.279, -0.531], [1.859, -0.614, 0.121], [1.666, -3.557, 2.425], [2.572, -3.358, 3.411], [3.070, -4.582, 3.785], [2.406, -5.489, 2.939], [1.572, -4.870, 2.121], [-0.985, -0.108, 5.217], [-1.158, 1.348, 2.851], [0.366, -2.357, 4.451], [-0.480, -4.955, 1.012], [-2.562, -4.533, -0.732], [-2.305, -1.859, -1.365], [3.779, -3.058, 0.970], [4.973, -1.234, -0.694], [2.977, 0.622, -1.123], [2.800, -2.364, 3.760], [3.801, -4.788, 4.547], [2.498, -6.563, 2.894], [-1.038, 3.928, -3.735], [-0.598, 2.939, -4.530], [-0.525, 3.047, -5.749], [-0.205, 1.646, -3.865], [0.205, 0.580, -4.651], [0.548, -0.606, -4.025], [0.459, -0.691, -2.646], [0.052, 0.328, -1.879], [-0.257, 1.474, -2.492], [-1.324, 4.783, -4.179], [-1.104, 3.889, -2.724], [0.245, 0.705, -5.725], [0.878, -1.467, -4.590], [0.713, -1.602, -2.123], [-0.563, 2.260, -1.822], [-0.933, 1.648, 0.335], [-1.457, 2.840, -0.015], [-2.856, 3.033, -0.389], [-3.331, 4.244, -0.819], [-2.520, 5.390, -0.937], [-1.171, 5.239, -0.590], [-0.635, 4.041, -0.173], [-3.525, 2.183, -0.323], [-4.383, 4.312, -1.085], [-2.924, 6.341, -1.257], [-0.503, 6.093, -0.668], [0.417, 3.977, 0.079]],
  "mulliken_charge": [-0.27, -1.22, 0.11, -0.27, 0.41, -0.12, 0.42, 0.56, -0.05, -1.29, -0.16, -0.24, 1.06, -0.16, -1.15, -0.20, -0.58, 0.47, -0.38, -0.99, -0.27, -1.05, 0.41, 0.41, 0.48, 0.48, 0.41, 0.50, 0.36, 0.42, 0.50, 0.61, 0.41, 0.46, -0.20, 0.39, -0.73, 0.73, -0.57, -1.01, -0.18, 0.13, 0.68, 0.23, 0.15, 0.47, 0.43, 0.37, -0.89, -2.13, 1.95, -0.63, -0.28, -0.71, -0.35, -0.52, 0.38, 0.33, 0.34, 0.29, 0.27]
}

---

# 3
{
  "formula": "C3H7ClO2",
  "method": "the ωB97M-V functional and the def2-TZVPD basis",
  "e_above_lowest_kcal_mol": 78.0,
  "smiles": "C=C(C)O.OCl",
  "elements": ["C", "C", "C", "O", "O", "Cl", "H", "H", "H", "H", "H", "H", "H"],
  "positions_angstrom": [[0.769, 0.652, -0.900], [0.803, -0.262, 1.445], [0.606, -0.330, -0.044], [0.378, -1.625, -0.527], [-2.178, 0.938, 0.026], [-3.150, -0.176, -0.881], [0.978, 1.626, -0.504], [-1.399, 1.164, -0.484], [0.710, 0.679, -1.999], [0.986, 0.736, 1.790], [1.611, -0.831, 1.730], [-0.101, -0.702, 1.726], [-0.013, -1.868, -1.378]],
  "mulliken_charge": [-1.23, -1.16, 0.92, -0.54, -0.42, 0.00, 0.35, 0.42, 0.32, 0.31, 0.39, 0.32, 0.33]
}

---

# 4
{
  "formula": "C2H4F3KNO5S2",
  "method": "the ωB97M-V functional and the def2-TZVPD basis",
  "energy_ha": -2205.39457,
  "total_charge": -1,
  "elements": ["N", "S", "O", "O", "S", "O", "O", "C", "F", "F", "F", "K", "O", "H", "C", "H", "H", "H"],
  "positions_angstrom": [[0.631, -1.060, 0.039], [-1.054, -1.535, 0.170], [-0.775, -2.182, 1.596], [-1.808, -0.236, 0.255], [1.155, 0.114, -0.860], [0.103, 0.746, -1.683], [2.410, -0.257, -1.511], [1.658, 1.483, 0.308], [0.623, 1.867, 1.036], [2.622, 1.057, 1.111], [2.107, 2.515, -0.393], [-2.612, 1.431, -1.804], [-4.354, 2.420, -3.091], [-5.309, 2.459, -3.077], [0.943, -2.116, 1.805], [0.874, -1.227, 2.447], [1.456, -2.664, 2.605], [1.331, -2.815, 1.048]],
  "mulliken_charge": [-0.46, 0.58, -0.43, -0.58, 0.84, -0.63, -0.65, 0.67, -0.23, -0.24, -0.23, 0.86, -1.00, 0.10, -0.49, 0.26, 0.30, 0.32]
}

---

# 5
{
  "formula": "C16H36NO22P2S2",
  "method": "the ωB97M-V functional and the def2-TZVPD basis",
  "e_above_lowest_kcal_mol": 133.4,
  "total_charge": -1,
  "elements": ["C", "S", "O", "O", "N", "S", "O", "O", "P", "P", "O", "O", "O", "H", "H", "H", "H", "H", "H", "C", "O", "C", "O", "O", "C", "H", "H", "H", "H", "H", "H", "C", "O", "C", "O", "O", "C", "H", "H", "H", "H", "H", "H", "C", "O", "C", "O", "O", "C", "H", "H", "H", "H", "H", "H", "C", "O", "C", "O", "O", "C", "H", "H", "H", "H", "H", "H", "C", "O", "C", "O", "O", "C", "H", "H", "H", "H", "H", "H"],
  "positions_angstrom": [[-1.101, 2.508, 0.257], [-0.958, 3.048, 2.061], [-1.601, 4.489, 2.115], [-1.860, 2.182, 3.022], [0.682, 3.235, 2.630], [1.635, 1.790, 2.406], [2.614, 1.718, 3.642], [2.553, 1.812, 1.149], [0.525, -0.044, 2.396], [0.604, -0.796, 4.450], [-0.062, 0.337, 5.364], [-0.219, -2.339, 4.646], [2.225, -1.031, 5.071], [-0.897, 1.342, 0.105], [-2.237, 2.654, -0.080], [-0.473, 3.175, -0.490], [1.271, -1.025, 1.602], [-0.213, -2.511, 5.635], [2.374, -1.991, 5.358], [2.672, 2.734, 6.291], [2.231, 3.505, 7.407], [1.212, 4.357, 7.129], [0.673, 4.500, 6.043], [0.896, 5.021, 8.270], [-0.169, 5.959, 8.127], [3.488, 2.089, 6.627], [1.863, 2.098, 5.917], [3.052, 3.385, 5.498], [-1.092, 5.452, 7.827], [0.098, 6.739, 7.407], [-0.336, 6.431, 9.099], [3.006, -1.359, -1.419], [2.483, -2.607, -1.872], [1.226, -2.536, -2.376], [0.544, -1.526, -2.464], [0.857, -3.782, -2.765], [-0.455, -3.860, -3.319], [4.015, -1.534, -1.037], [3.069, -0.645, -2.246], [2.394, -0.957, -0.605], [-0.529, -3.246, -4.222], [-1.205, -3.558, -2.581], [-0.644, -4.901, -3.595], [-2.111, -0.270, -3.831], [-2.986, -0.891, -2.892], [-4.295, -0.570, -3.050], [-4.752, 0.179, -3.900], [-5.008, -1.224, -2.099], [-6.412, -0.979, -2.145], [-1.092, -0.598, -3.611], [-2.359, -0.578, -4.852], [-2.151, 0.820, -3.734], [-6.832, -1.315, -3.099], [-6.624, 0.083, -1.980], [-6.882, -1.552, -1.341], [3.232, 5.764, -3.335], [4.045, 6.028, -2.193], [3.419, 5.836, -1.005], [2.263, 5.471, -0.855], [4.300, 6.120, -0.014], [3.774, 5.961, 1.302], [3.834, 5.950, -4.229], [2.912, 4.717, -3.347], [2.368, 6.435, -3.357], [3.475, 4.922, 1.476], [2.931, 6.640, 1.466], [4.564, 6.215, 2.015], [-0.023, -8.216, -3.786], [-0.798, -9.117, -4.574], [-1.989, -8.615, -4.988], [-2.420, -7.499, -4.743], [-2.616, -9.569, -5.720], [-3.891, -9.178, -6.225], [0.907, -8.721, -3.511], [0.230, -7.320, -4.361], [-0.555, -7.950, -2.867], [-3.793, -8.320, -6.898], [-4.578, -8.951, -5.404], [-4.301, -10.016, -6.794]],
  "mulliken_charge": [-0.67, 0.82, -0.69, -0.57, -0.27, 1.06, -0.62, -0.60, 0.10, 0.71, -0.58, -0.52, -0.47, 0.22, 0.31, 0.26, -0.06, 0.33, 0.28, -0.34, -0.34, 0.73, -0.52, -0.35, -0.61, 0.20, 0.19, 0.26, 0.29, 0.28, 0.20, -0.40, -0.33, 0.74, -0.57, -0.31, -0.36, 0.23, 0.28, 0.10, 0.27, 0.31, -0.02, -0.48, -0.13, 0.69, -0.55, -0.31, -0.64, 0.03, 0.31, 0.35, 0.29, 0.29, 0.23, -0.60, -0.33, 0.80, -0.53, -0.33, -0.44, 0.21, 0.28, 0.28, 0.15, 0.29, 0.21, -0.57, -0.30, 0.75, -0.54, -0.32, -0.61, 0.25, 0.24, 0.29, 0.29, 0.29, 0.22]
}

---

# 6
{
  "formula": "C10H12Br3Cl9O6",
  "method": "the ωB97M-V functional and the def2-TZVPD basis",
  "e_above_lowest_kcal_mol": 5.0,
  "elements": ["C", "Br", "Br", "Br", "H", "C", "Cl", "Cl", "Cl", "H", "C", "Cl", "Cl", "Cl", "H", "C", "Cl", "Cl", "Cl", "H", "C", "C", "O", "C", "O", "O", "H", "H", "H", "H", "C", "C", "O", "C", "O", "O", "H", "H", "H", "H"],
  "positions_angstrom": [[10.340, 2.986, 20.774], [11.734, 2.425, 19.501], [10.939, 2.716, 22.636], [8.710, 1.962, 20.545], [10.121, 4.038, 20.642], [11.407, -0.848, 21.236], [12.017, -1.501, 19.678], [12.708, -0.372, 22.318], [10.299, -2.006, 21.953], [10.807, 0.005, 20.951], [8.627, 5.292, 17.577], [8.533, 6.072, 16.011], [9.991, 5.924, 18.506], [8.751, 3.527, 17.413], [7.746, 5.573, 18.140], [15.189, 3.380, 18.754], [15.308, 2.433, 20.245], [16.160, 2.711, 17.452], [15.500, 5.078, 19.057], [14.158, 3.313, 18.432], [13.995, 2.791, 24.146], [15.046, 2.650, 25.271], [15.981, 3.715, 24.992], [15.833, 4.046, 23.679], [16.574, 4.712, 23.022], [14.659, 3.621, 23.230], [13.035, 3.183, 24.479], [13.784, 1.814, 23.712], [15.620, 1.741, 25.086], [14.640, 2.684, 26.275], [5.772, 5.068, 23.661], [6.827, 6.110, 24.034], [7.560, 6.217, 22.818], [7.275, 5.207, 21.988], [7.699, 5.043, 20.893], [6.327, 4.387, 22.548], [4.880, 5.566, 23.276], [5.608, 4.416, 24.517], [7.517, 5.763, 24.800], [6.258, 6.999, 24.297]],
  "mulliken_charge": [-0.41, 0.10, 0.04, -0.01, 0.34, 0.99, -0.14, -0.12, -0.14, -0.65, 0.16, -0.13, -0.13, -0.11, 0.22, 0.45, -0.07, -0.14, -0.12, -0.17, 0.34, -0.35, -0.35, 0.62, -0.53, -0.19, 0.11, -0.23, 0.25, 0.33, -0.36, -0.33, -0.31, 0.62, -0.46, -0.30, 0.29, 0.30, 0.30, 0.27]
}

---

# 7
{
  "formula": "C4H6O2",
  "method": "the ωB97M-V functional and the def2-TZVPD basis",
  "e_above_lowest_kcal_mol": 134.3,
  "elements": ["O", "C", "O", "C", "C", "C", "H", "H", "H", "H", "H", "H"],
  "positions_angstrom": [[2.332, -0.496, 1.081], [1.996, 0.110, 0.102], [0.816, -0.017, -0.554], [-0.178, -0.806, 0.023], [-1.288, -1.029, -0.671], [-0.717, 1.487, 0.820], [2.614, 0.847, -0.429], [0.063, -1.236, 0.990], [-1.433, -0.622, -1.668], [-2.058, -1.685, -0.277], [-0.335, 2.201, 0.046], [-1.778, 1.351, 0.535]],
  "mulliken_charge": [-0.46, 0.20, -0.27, -0.07, -0.63, -0.35, 0.37, 0.33, 0.28, 0.26, 0.17, 0.19]
}

---

# 8
{
  "formula": "C5H8O",
  "method": "the ωB97M-V functional and the def2-TZVPD basis",
  "e_above_lowest_kcal_mol": 37.7,
  "smiles": "CC(=O)C1CC1",
  "elements": ["C", "C", "C", "C", "C", "H", "H", "H", "H", "H", "H", "H", "H", "O"],
  "positions_angstrom": [[2.086, -0.621, -0.018], [0.807, 0.159, -0.082], [-0.500, -0.571, -0.217], [-1.666, -0.311, 0.782], [-1.755, 0.196, -0.669], [2.168, -1.412, -0.883], [3.034, -0.059, -0.023], [2.150, -1.238, 0.934], [-0.312, -1.565, -0.659], [-2.222, -1.118, 1.379], [-1.401, 0.476, 1.466], [-2.277, -0.434, -1.443], [-1.710, 1.356, -0.776], [0.842, 1.361, 0.153]],
  "mulliken_charge": [-1.09, 0.63, -0.10, -0.65, -0.48, 0.28, 0.33, 0.25, 0.39, 0.25, 0.26, 0.26, 0.23, -0.57]
}

---

Maximum force
In order: 9.23, 0.10, 2.75, 4.56, 8.13, 1.51, 0.79, 3.19
Unit: eV/Å